ORCA calculation (the ωB97M-V functional and the def2-TZVPD basis) on a 21-piece molecular cluster, C28H94BF4N39O20 overall.

```
186
Properties=species:S:1:pos:R:3:lowdin_charge:R:1
B 3.5753 -27.0879 11.2102 -1.1798
F 4.8719 -26.3082 11.5003 -0.0394
F 2.9292 -26.5445 10.1555 0.1683
F 3.9810 -28.4174 10.9015 0.0723
F 2.8257 -27.1715 12.3777 0.1219
C 0.3732 -18.3096 5.9378 -0.0392
C -0.7514 -17.2894 5.8929 -0.4837
C -0.8675 -16.9414 4.4254 -0.1373
C -2.2784 -16.3626 4.0226 -0.1810
C -3.4577 -17.1742 4.5846 -0.1100
C -3.3473 -17.5729 6.1607 -0.4950
N -1.9807 -18.0890 6.2861 -0.0477
O -1.8018 -18.2881 7.7275 -0.0381
C -4.2280 -18.8135 6.4790 -0.0283
C -3.6463 -16.3586 7.0187 -0.0307
C -0.4348 -16.0649 6.8402 -0.0010
H 1.2880 -17.8970 5.5623 0.0861
H 0.1078 -19.0673 5.1618 0.1030
H 0.5569 -18.7413 6.8851 0.0406
H -0.8122 -17.8298 3.7797 0.1129
H -0.1025 -16.2545 3.9988 0.1300
H -2.4122 -16.4269 2.9753 0.0829
H -2.3493 -15.2869 4.3143 0.1111
H -3.3376 -18.1063 4.0453 0.1015
H -4.4320 -16.7453 4.3446 0.1116
H -5.3140 -18.6114 6.3218 0.0904
H -4.0906 -19.1503 7.5189 0.0814
H -3.9088 -19.5770 5.7765 0.0765
H -4.6849 -16.1042 6.9688 0.0771
H -2.9863 -15.5454 6.8513 0.0455
H -3.6122 -16.7484 8.0298 0.0854
H -1.3150 -15.4341 6.9144 0.0444
H 0.4120 -15.4564 6.5274 0.0816
H -0.1724 -16.4523 7.8295 0.0744
C 2.4093 -28.7951 6.2755 -0.7246
O 1.9009 -28.4005 5.2606 0.0009
N 1.9766 -28.2871 7.5298 0.1666
N 3.2584 -29.7639 6.3012 0.2107
H 1.4651 -27.3841 7.5311 0.0948
H 2.6352 -28.3054 8.3585 0.0973
H 3.4157 -30.2699 5.4250 0.1058
H 3.5795 -30.1020 7.2029 0.0709
C 0.7499 -25.2101 3.1266 -0.6812
O 0.6242 -24.2024 2.4978 0.0288
N 0.0738 -25.4921 4.3008 0.1682
N 1.5184 -26.2742 2.6732 0.1602
H -0.6593 -24.9440 4.7121 0.0610
H 0.1777 -26.3779 4.8111 0.0566
H 1.7912 -27.0109 3.2808 0.0454
H 2.0881 -26.0856 1.8963 0.0783
C 7.7195 -22.6781 3.7857 -0.7299
O 7.1924 -22.1307 2.8363 0.0053
N 7.2648 -22.6854 5.0913 0.1559
N 8.7192 -23.5338 3.6118 0.1388
H 7.4463 -23.5122 5.6353 0.0444
H 6.3209 -22.3561 5.0907 0.0732
H 9.1682 -23.9344 4.4514 0.0785
H 9.3589 -23.2314 2.8203 0.1363
C 6.2928 -33.1549 6.0378 -0.6378
O 6.3037 -34.1277 5.2439 -0.0496
N 7.3825 -32.3178 6.0745 0.1405
N 5.2420 -32.8706 6.9506 0.1374
H 7.8541 -32.1929 5.2045 0.0836
H 7.2610 -31.3908 6.5909 0.0947
H 4.9590 -33.7967 7.3231 0.1078
H 5.6111 -32.2420 7.6626 0.0355
C 9.3731 -24.9909 7.4611 -0.6247
O 8.8959 -24.8569 6.3454 -0.0236
N 10.1093 -26.1065 7.7141 0.1866
N 9.3040 -23.9922 8.4351 0.1738
H 10.6431 -26.0415 8.5657 0.0761
H 10.3194 -26.7638 7.0178 0.0939
H 9.9971 -23.8963 9.2050 0.1090
H 8.9667 -23.1154 8.0999 0.0865
C 6.8200 -27.3021 4.8366 -0.6130
O 7.8470 -27.8771 5.1308 -0.0226
N 5.9987 -27.8130 3.8049 0.1344
N 6.3148 -26.1907 5.5231 0.1782
H 4.9659 -27.7297 3.8942 0.0799
H 6.3988 -28.5764 3.2021 0.1047
H 6.9867 -25.8840 6.2002 0.0507
H 5.4706 -25.6247 5.3791 0.0543
C 3.7229 -24.3620 4.6585 -0.6749
O 4.0702 -25.4491 4.1548 -0.0312
N 3.7940 -23.1844 4.0166 0.1553
N 3.3824 -24.2692 5.9771 0.1911
H 3.0032 -22.4897 4.0613 0.1363
H 4.1815 -23.1498 3.0651 0.1204
H 3.1256 -25.1042 6.4243 0.0830
H 3.2435 -23.3634 6.4376 0.1071
C -0.0711 -23.7910 10.6124 -0.6683
O -0.8051 -24.7233 10.8159 -0.0168
N 1.2070 -24.0132 10.0444 0.1864
N -0.5969 -22.5468 10.5737 0.1618
H 1.7902 -23.2307 9.6850 0.0368
H 1.5836 -24.9602 9.9289 0.0869
H 0.0323 -21.7486 10.4975 0.0880
H -1.4093 -22.3680 11.1484 0.1096
C 3.1585 -32.2954 9.9256 -0.6800
O 3.9038 -33.2502 10.0327 0.0082
N 3.4554 -31.1687 9.2217 0.1673
N 1.9607 -32.3289 10.5762 0.1699
H 4.4317 -31.0014 9.0061 0.0542
H 2.9294 -30.3377 9.4518 0.0787
H 1.2744 -31.5521 10.6107 0.0832
H 1.7488 -33.1810 10.9329 0.0502
C -1.3301 -28.9229 6.5799 -0.6757
O -1.8334 -28.5869 7.6661 -0.0357
N -1.2154 -28.0745 5.5757 0.1609
N -0.7504 -30.1182 6.2929 0.1578
H -1.4195 -27.0546 5.7806 0.0672
H -0.5985 -28.1271 4.7780 0.0859
H -0.0289 -30.1517 5.5833 0.0900
H -0.8677 -30.8617 6.9983 0.1208
C 9.9168 -26.2912 11.5860 -0.6448
O 10.8345 -25.7470 10.9827 -0.0277
N 8.7791 -25.5822 11.9186 0.1849
N 10.0140 -27.5971 12.0484 0.1629
H 8.7038 -24.6682 11.5702 0.0564
H 8.0020 -26.1512 12.2518 0.0759
H 9.2226 -28.0712 12.4534 0.0462
H 10.7616 -28.1442 11.7389 0.0709
C 6.5991 -29.2710 8.3627 -0.6021
O 6.1522 -30.3722 7.9993 -0.0563
N 6.4729 -28.8612 9.6364 0.2034
N 7.3133 -28.4984 7.5088 0.2024
H 5.6039 -29.0494 10.1275 0.0790
H 6.7371 -27.9839 9.9981 0.0834
H 7.6465 -28.7725 6.6194 0.0470
H 7.6213 -27.6204 7.7897 0.0652
C 4.6113 -31.0117 2.3249 -0.6788
O 5.5081 -30.6835 1.6171 0.0480
N 4.6668 -32.1835 3.0355 0.1696
N 3.4113 -30.2287 2.4173 0.1389
H 4.0928 -32.3675 3.8167 0.0739
H 5.4287 -32.8126 2.7738 0.1129
H 3.7507 -29.3531 2.1050 0.0583
H 3.2413 -30.0409 3.4211 0.0560
C -1.4534 -25.0491 7.2683 -0.5412
O -2.0193 -25.4566 6.1920 -0.0803
N -1.0870 -23.6816 7.3216 0.1496
N -1.0141 -25.8539 8.2722 0.2074
H -1.6073 -22.9360 6.8531 0.1021
H -0.6998 -23.3040 8.1838 0.0416
H -1.3162 -26.7947 8.1700 0.0388
H -0.7814 -25.5750 9.2296 0.0545
C 2.5384 -21.1481 9.1455 -0.7239
O 3.2161 -22.2410 9.3046 -0.1546
N 1.5162 -21.1920 8.1445 0.1114
N 2.7122 -19.9548 9.7529 0.0197
H 1.0044 -20.3367 7.9252 0.0501
H 1.1982 -22.0533 7.8066 0.0261
H 3.4986 -20.1632 10.3681 -0.0215
H -1.6901 -19.1886 7.7992 0.0506
C -0.6220 -18.4309 12.2345 -0.6580
O -1.7205 -17.9844 12.6456 -0.0254
N -0.1356 -18.3025 10.9848 0.1832
N 0.2072 -19.1982 12.9943 0.1602
H 0.8123 -18.5628 10.8556 0.0525
H -0.5551 -17.6869 10.3873 0.0598
H -0.1622 -19.6229 13.8088 0.0930
H 1.0387 -19.5555 12.6684 0.0584
C 6.2386 -28.6922 13.4518 -0.6412
O 7.2643 -28.2306 12.9316 -0.0094
N 5.1248 -27.9782 13.7548 0.1739
N 6.1676 -29.9695 13.9349 0.1294
H 4.3322 -28.5544 13.8042 0.0795
H 4.9389 -27.0565 13.4290 0.0797
H 5.4739 -29.9837 14.7502 0.1362
H 7.0716 -30.4141 14.0313 0.0994
C 6.8691 -22.0124 10.5165 -0.6846
O 8.0530 -22.1104 10.8928 -0.0404
N 6.0076 -23.0422 10.4079 0.1894
N 6.2717 -20.7947 10.4653 0.1478
H 6.3563 -23.9341 10.3066 0.0593
H 5.0725 -22.8157 10.0107 0.0833
H 6.8441 -19.9657 10.6019 0.1050
H 5.3284 -20.6204 10.1306 0.0636
C -0.4031 -28.6439 11.2172 -0.6178
O 0.3268 -29.6305 11.1020 0.0018
N -0.2354 -27.6976 12.2083 0.1569
N -1.5355 -28.3767 10.4415 0.1460
H -0.4632 -26.7179 12.1085 0.0707
H 0.6063 -27.7357 12.7199 0.0605
H -1.5827 -29.0295 9.6329 0.0815
H -2.2899 -27.7830 10.7000 0.0886
```

Results
Highest occupied orbital energy: -4.871 eV
ΔE to the lowest compared entry with this formula, charge and spin: 0.0 kcal/mol
Charge: -2
Kohn-Sham gap: 8.0 eV

***

ORCA calculation (the ωB97M-V functional and the def2-TZVPD basis) on C7H17O3Pm as an isolated structure.

```
28
Properties=species:S:1:pos:R:3:lowdin_spin:R:1
C 1.7193 2.0398 1.3572 0.0001
C 0.3542 2.3530 0.7563 -0.0015
O 0.4110 0.5437 -2.0493 -0.0250
C -0.6989 0.5249 -2.8960 -0.0023
C -1.3609 -0.8482 -2.9255 0.0003
O -1.4540 -1.2967 -1.5651 -0.0080
C -2.2543 -2.4481 -1.3465 -0.0001
H 2.4743 1.8234 0.5797 0.0001
H 2.1043 2.9373 1.8603 0.0000
H 0.1354 3.4325 0.8158 -0.0004
H -0.0458 2.1558 -0.2437 -0.0006
H -0.4286 0.7902 -3.9342 -0.0013
H -1.4526 1.2609 -2.5520 -0.0006
H -0.7629 -1.5795 -3.4929 0.0000
H -2.3701 -0.7995 -3.3598 0.0000
H -2.5083 -2.4794 -0.2812 0.0001
H -3.1743 -2.3703 -1.9408 -0.0001
H -1.7074 -3.3581 -1.6308 0.0000
C 1.1050 -1.3674 2.7526 -0.0011
O 1.1993 -0.2857 1.8266 -0.0065
C 1.7261 0.9284 2.3853 0.0007
H 0.6816 -2.2371 2.2389 -0.0004
H 2.1107 -1.6065 3.1222 0.0000
H 0.4381 -1.0872 3.5788 -0.0001
H 2.7450 0.7038 2.7303 0.0001
H 1.0849 1.1975 3.2387 0.0000
H -0.4469 1.6346 1.2683 -0.0001
Pm 0.3758 -0.5621 -0.2929 4.0468
```

Results
Spin multiplicity: 5
Highest occupied orbital energy (spin up / spin down): -17.706 / -17.769 eV
Charge: +2
Kohn-Sham gap (spin up / spin down): 8.8 / 9.5 eV

***

ORCA calculation (the ωB97M-V functional and the def2-TZVPD basis) on a 14-piece molecular cluster, C26H80N8O14 overall.

```
128
Properties=species:S:1:pos:R:3:lowdin_charge:R:1
C 1.0722 -0.0364 -5.1244 -0.1552
O 0.5059 -1.2067 -4.5741 -0.1690
H 0.7182 -0.0421 -6.1229 0.0683
H 2.1484 -0.1195 -5.2887 0.0857
H 0.7020 0.8718 -4.5990 0.0942
H 0.5225 -2.0525 -5.0886 0.1217
C -3.8728 2.1663 -0.4644 -0.0992
O -5.0784 1.5138 -0.9166 -0.1555
H -3.1334 1.3616 -0.5473 0.0597
H -4.0524 2.6475 0.4583 0.0717
H -3.5176 2.8121 -1.2859 0.0807
H -5.9210 2.0142 -0.7982 0.1160
C 0.8285 -0.9669 4.3762 -0.1597
O 0.2734 -1.4088 3.1627 -0.1081
H 1.1808 -1.8913 4.8952 0.0905
H 0.2358 -0.3109 4.9789 0.0609
H 1.7786 -0.3961 4.2833 0.0507
H -0.6046 -1.0471 3.0838 0.0107
C 3.5804 3.1219 0.1309 -0.1013
O 2.2295 3.5058 0.5276 -0.1368
H 3.6433 2.0514 -0.2536 0.0846
H 4.2010 3.1049 1.0624 0.0757
H 4.1657 3.8053 -0.4286 0.0683
H 1.6938 3.6651 -0.2393 0.0375
C 3.1441 2.1485 3.5175 -0.6007
O 3.0010 0.9949 2.7218 -0.1116
N 3.3680 2.0755 4.7786 0.1768
N 2.9013 3.3350 3.1517 0.1644
H 3.6809 1.2219 5.2452 0.1358
H 3.2420 2.8979 5.3744 0.1295
H 2.5408 3.4436 2.1802 0.0716
H 2.9065 4.2147 3.7572 0.1798
C -2.8785 -0.5208 3.8014 -0.6383
O -2.7707 0.4220 4.7591 -0.1074
N -2.2408 -0.1548 2.7326 0.1546
N -3.5672 -1.6192 3.8027 0.1879
H -1.6460 0.6648 2.8588 0.0916
H -2.5339 -0.4481 1.7927 0.0625
H -4.3695 -1.7509 4.4328 0.1332
H -3.7216 -2.0885 2.8744 0.0579
C 3.4951 0.3063 -2.5239 -0.5141
O 2.9577 1.5364 -2.8689 -0.1055
N 2.8183 -0.8210 -2.8575 0.1668
N 4.7157 0.1099 -2.0316 0.1636
H 1.9749 -0.7901 -3.3683 0.0205
H 2.7130 -1.4201 -2.0362 0.1017
H 5.2023 1.0140 -1.8428 0.1297
H 5.1398 -0.7281 -1.4822 0.1746
C -3.0674 -2.4846 0.8260 -0.5965
O -1.8521 -3.2095 0.7949 -0.0833
N -4.1030 -2.9267 1.4240 0.1295
N -3.2110 -1.2575 0.4520 0.1638
H -4.0213 -3.8694 1.7279 0.1327
H -5.0791 -2.5340 1.3899 0.1757
H -2.3581 -0.8456 -0.0075 0.0984
H -4.1339 -0.8884 0.4080 0.1294
C 2.9766 -3.0966 1.1226 -0.0154
C 3.3083 -1.7707 1.8057 -0.6607
C 4.1947 -2.1377 2.9855 -0.0462
O 3.8269 -0.8447 1.1559 -0.0192
H 2.6471 -3.6746 1.9912 0.0703
H 3.9133 -3.6667 0.8107 0.1012
H 2.1127 -3.0599 0.3870 0.0776
H 2.4712 -1.2243 2.1765 0.0862
H 5.1588 -2.5251 2.7580 0.0665
H 3.7012 -2.8900 3.6854 0.1054
H 4.3819 -1.2715 3.5579 0.0449
H 3.9806 -0.1585 1.7596 0.0356
C -0.5428 2.6837 -1.6430 -0.0393
C 0.3818 3.5974 -2.3533 -0.6563
C -0.0158 5.0822 -2.1604 -0.0057
O 1.6175 3.4792 -2.2224 -0.0318
H -0.6252 2.8157 -0.5947 0.0555
H -0.2200 1.6682 -1.8641 0.0790
H -1.5525 2.8751 -1.9430 0.0551
H 0.2799 3.2702 -3.4005 0.1418
H 0.0699 5.2436 -1.1057 0.0632
H -1.0175 5.3430 -2.5335 0.0852
H 0.7093 5.6417 -2.7101 0.0700
H 1.9634 2.6447 -2.6933 0.0650
C -0.3147 -1.2889 -1.3853 -0.0151
C -0.1035 -0.5567 -0.1129 -0.6043
C 1.2910 0.1093 -0.0225 0.0190
O -0.9871 0.2955 0.1393 -0.0368
H 0.5231 -1.9058 -1.5086 0.0516
H -0.3375 -0.5986 -2.2203 0.0764
H -1.2503 -1.8688 -1.2710 0.0771
H -0.1090 -1.2168 0.6892 0.1014
H 1.4778 0.1524 1.0815 0.0840
H 1.2944 1.0916 -0.4740 0.0718
H 2.0368 -0.4550 -0.4605 0.0224
H -0.6768 0.8623 0.8604 0.0959
C -1.1295 -4.6651 -3.3731 -0.0526
C -0.4286 -5.6550 -2.4913 -0.6010
C 0.0840 -5.1036 -1.1205 -0.0244
O -0.9170 -6.8350 -2.2687 0.0116
H -1.9631 -4.2974 -2.8151 0.0498
H -1.5014 -4.9777 -4.3425 0.0829
H -0.5577 -3.7170 -3.5165 0.0739
H 0.5200 -5.7994 -3.1160 0.1402
H -0.8129 -4.9009 -0.5443 0.0544
H 0.6931 -4.1899 -1.1769 0.0550
H 0.6456 -5.8420 -0.5629 0.0748
H -0.4072 -7.4362 -2.8210 0.1162
C -2.9761 -1.7442 -3.4256 -0.0412
C -3.1654 -0.2997 -3.0285 -0.6350
C -2.6641 0.6737 -4.0763 -0.0254
O -4.3946 -0.0165 -3.0461 -0.0203
H -3.5191 -2.0442 -4.3187 0.0874
H -3.3332 -2.4908 -2.7071 0.0768
H -1.8855 -1.8582 -3.6312 0.0617
H -2.8416 -0.2412 -2.0410 0.0843
H -1.6413 0.5908 -4.4131 0.0360
H -2.6446 1.7180 -3.7326 0.0702
H -3.2610 0.5185 -5.0954 0.1419
H -4.5510 0.7854 -2.5231 0.0715
C -1.4424 3.5089 2.1765 0.0026
C -0.4330 2.9093 3.1312 -0.6426
C -0.8819 2.8511 4.4960 -0.0538
O 0.0421 1.8203 2.6759 0.0183
H -2.1974 4.0966 2.5877 0.0612
H -2.0411 2.6919 1.7365 0.0715
H -0.9197 4.0438 1.3859 0.0776
H 0.4495 3.5647 3.0925 0.1225
H -0.5529 3.7937 5.0259 0.0964
H -0.4312 1.9910 5.0197 0.0866
H -1.9823 2.9759 4.6951 0.0967
H 0.9300 1.7442 2.8645 0.0360
```

Results
Highest occupied orbital energy: -8.485 eV
ΔE to the lowest compared entry with this formula, charge and spin: 58.3 kcal/mol
Charge: 0
Kohn-Sham gap: 8.6 eV